A cluster of 6 separate species, C24H65N5O8 in total at a distorted geometry. Source: OMol25; level of theory: ωB97M-V with the def2-TZVPD basis set.

The HOMO energy comes out at -0.322 Ha. For the gap between HOMO and LUMO, the calculation gives 0.348 hartree. As for the structure (SMILES): COC[C@H](C)N.COC[C@H](C)N.COC[C@H](C)N.COCCNCCOC.COCCNCCOC.O. The LUMO energy is 0.7 eV.

Each line ends with the Mulliken charge.
CARTESIAN COORDINATES (ANGSTROEM)
C  -5.76401  0.00811  -4.08816  -0.727
O  -4.37192  -0.29726  -4.07021  -0.303
C  -3.96631  -1.38315  -3.24660  -0.910
C  -2.51903  -1.07481  -2.69581  1.611
C  -1.59440  -0.65981  -3.81609  -1.311
N  -2.05131  -2.19578  -1.98253  -0.333
H  -6.16230  -0.19675  -3.10276  0.323
H  -6.17414  -0.60470  -4.88102  0.260
H  -5.78541  1.04050  -4.42396  0.223
H  -4.64908  -1.45921  -2.41595  0.410
H  -4.01132  -2.31185  -3.85947  0.298
H  -2.72303  -0.32872  -1.90575  -0.445
H  -1.39020  -1.47548  -4.51071  0.393
H  -0.65288  -0.44552  -3.25132  0.031
H  -1.88815  0.17752  -4.48001  0.305
H  -1.79086  -3.04054  -2.47128  0.309
H  -1.41356  -1.86498  -1.21024  -0.203
C  -3.74638  -1.52802  5.80621  -0.834
O  -3.08613  -1.37406  4.57268  -0.197
C  -3.98472  -1.03082  3.57853  -1.294
C  -3.30849  -0.80831  2.28429  1.314
C  -4.34845  -0.48083  1.12735  -1.066
N  -2.68425  -1.97840  1.81811  -0.605
H  -4.45409  -2.46197  5.89435  0.243
H  -4.27771  -0.59874  6.07099  0.367
H  -2.98067  -1.59219  6.57191  0.265
H  -4.71427  -1.83740  3.53821  0.388
H  -4.46852  -0.06531  3.84335  0.402
H  -2.62758  0.01664  2.43907  0.027
H  -3.81912  -0.29968  0.19929  -0.067
H  -4.97492  0.40949  1.35977  0.452
H  -5.04025  -1.35292  0.89652  0.326
H  -2.09433  -1.78483  0.99447  -0.132
H  -2.15496  -2.32949  2.59167  0.371
C  3.10912  0.23590  1.34508  -0.614
O  2.78193  0.14990  2.75193  -0.467
C  1.68689  1.06309  2.91738  0.329
C  0.72793  0.63167  4.07427  -0.299
C  1.42985  0.41836  5.46292  -1.398
N  0.12349  -0.67618  3.65892  -0.191
H  2.28323  0.00538  0.73928  0.100
H  4.03507  -0.30427  1.25544  0.314
H  3.25477  1.29323  1.13553  0.458
H  2.16257  2.02887  3.31371  0.276
H  1.11771  1.23788  1.96684  -0.218
H  -0.02634  1.42067  4.10049  0.449
H  2.29332  -0.25819  5.33875  0.342
H  0.67639  0.07065  6.19029  0.360
H  1.73933  1.39153  5.93742  0.385
H  0.68467  -1.37319  4.08442  0.257
H  -0.78333  -0.72260  4.14951  -0.096
C  -0.97301  2.45422  -1.91795  -0.214
O  -0.73537  3.83432  -1.62628  -0.492
C  -0.09932  3.95579  -0.33679  -0.869
C  1.33020  3.27403  -0.32351  -0.374
N  2.26769  3.64643  -1.33958  0.175
C  2.61654  5.10406  -1.38287  -0.635
C  3.95691  5.19692  -2.08854  -0.555
O  3.68459  5.05973  -3.47911  -0.300
C  4.93223  5.30539  -4.10323  -0.700
H  -0.00334  1.95943  -2.21573  -0.005
H  -1.72209  2.34963  -2.70263  0.322
H  -1.38628  1.96620  -1.01802  0.190
H  -0.79864  3.57784  0.34089  0.520
H  -0.04539  5.02676  -0.13490  0.374
H  1.12776  2.17916  -0.26424  -0.324
H  1.70136  3.57239  0.67536  0.412
H  1.86041  3.39119  -2.24797  0.313
H  2.77773  5.54510  -0.34681  0.386
H  1.81635  5.80571  -1.86099  0.257
H  4.69506  4.47147  -1.77762  0.331
H  4.49134  6.18268  -1.89321  0.393
H  4.73729  5.13085  -5.18238  0.245
H  5.68139  4.56201  -3.72404  0.292
H  5.26069  6.36779  -3.98380  0.282
C  4.14253  -0.21993  -1.76110  -0.614
O  3.44101  -1.44641  -1.67936  -0.387
C  2.25282  -1.43103  -2.45912  0.139
C  1.63974  -2.74308  -2.21604  -0.932
N  1.36921  -3.11639  -0.78340  0.090
C  0.98458  -4.52486  -0.77120  -0.858
C  0.39016  -4.81299  0.65736  0.005
O  1.51467  -4.77043  1.55439  -0.432
C  1.47032  -3.85446  2.58710  -0.318
H  4.89590  -0.11070  -1.01604  0.291
H  3.40408  0.54449  -1.60913  0.146
H  4.62052  -0.12078  -2.79854  0.270
H  2.53073  -1.33647  -3.54993  0.455
H  1.67917  -0.51364  -2.16268  -0.334
H  2.33690  -3.37066  -2.77980  0.394
H  0.65819  -2.70287  -2.76039  0.322
H  2.26464  -2.96713  -0.34306  0.181
H  1.79257  -5.19905  -0.98833  0.440
H  0.15816  -4.75259  -1.53284  0.346
H  -0.18064  -5.77543  0.78066  0.360
H  -0.30722  -3.98351  0.77545  -0.136
H  1.77859  -2.88080  2.19350  0.015
H  2.12606  -4.26107  3.35860  0.379
H  0.45349  -3.68133  3.02057  0.156
O  -0.16798  -0.78024  0.34448  0.299
H  -0.12713  -0.89126  1.33915  0.043
H  0.08099  -1.61990  -0.06340  -0.218

Atoms 1-3, force components in eV/Å:
1.73 -0.47 -0.70
0.58 0.29 0.38
0.66 0.42 -0.77


A structure of composition C24H66AsF6N6O6Sr at a distorted geometry. Source: OMol25; level of theory: ωB97M-V with the def2-TZVPD basis set.

The HOMO energy comes out at -0.359 Ha. For the gap between HOMO and LUMO, the calculation gives 0.059 hartree. Its charge is +1. The LUMO energy is -8.2 eV.

Each line ends with the Mulliken charge.
CARTESIAN COORDINATES (ANGSTROEM)
Sr  -5.24147  -3.05345  -3.36165  1.905
As  0.26340  -1.21082  0.19469  1.986
F  1.87252  -1.17019  1.07947  -0.489
F  0.01245  -2.80899  0.94346  -0.472
F  -1.37035  -1.38020  -0.61436  -0.560
F  0.36010  0.49283  -0.23936  -0.442
F  0.95358  -1.96327  -1.29364  -0.490
F  -0.62178  -0.63479  1.74302  -0.536
C  -3.38239  4.93664  3.58578  -1.486
C  -4.33020  4.31386  4.58347  0.487
C  -5.49341  5.10206  4.91664  -0.758
O  -6.38490  4.25966  5.64241  -0.312
C  -7.41073  5.15128  6.21428  -0.748
N  -4.70800  3.07242  3.98618  -0.746
H  -4.03716  5.55720  2.97398  0.353
H  -2.78396  4.35427  2.88519  0.426
H  -2.73588  5.51706  4.24398  0.326
H  -3.80281  4.05301  5.50104  0.365
H  -5.93853  5.67791  4.10523  0.331
H  -5.05261  5.91701  5.49079  0.368
H  -6.96902  5.83134  6.94263  0.317
H  -8.07100  4.51470  6.80328  0.273
H  -8.00679  5.66177  5.45783  0.288
H  -3.87371  2.62333  3.63634  0.261
H  -5.04654  3.36652  3.08121  0.255
C  4.50179  4.66890  -6.88146  -1.281
C  4.13878  5.44681  -5.59253  0.361
C  4.32152  6.99906  -5.76455  -0.579
O  5.65190  7.32391  -6.12832  -0.306
C  6.21980  8.59413  -5.96365  -0.769
N  2.82752  4.95694  -5.09476  -0.619
H  5.50060  4.90491  -7.24858  0.322
H  3.86053  5.03815  -7.68179  0.308
H  4.46253  3.57985  -6.90440  0.344
H  4.96258  5.27357  -4.90012  0.270
H  4.07192  7.56671  -4.86812  0.364
H  3.62339  7.31036  -6.54161  0.253
H  5.63701  9.46940  -6.25060  0.304
H  7.24009  8.71787  -6.32667  0.258
H  6.34342  8.61815  -4.88094  0.314
H  2.04498  5.11510  -5.71340  0.210
H  2.58820  5.22392  -4.15054  0.246
C  -0.60644  -4.06121  -7.41881  -1.495
C  -1.96953  -3.75416  -6.82167  0.284
C  -3.07286  -4.35169  -7.68418  -0.738
O  -4.41582  -4.03582  -7.32506  -0.325
C  -5.31037  -4.22432  -8.45013  -0.753
N  -1.93499  -4.40912  -5.54138  -0.537
H  -0.67731  -3.94806  -8.50061  0.388
H  -0.36008  -5.12276  -7.44146  0.400
H  0.19865  -3.61781  -6.83288  0.405
H  -2.05143  -2.66988  -6.89734  0.222
H  -2.85264  -5.41401  -7.57895  0.299
H  -2.85434  -4.07511  -8.71561  0.416
H  -5.14357  -5.16338  -8.97779  0.335
H  -5.29513  -3.36168  -9.11626  0.312
H  -6.29207  -4.38802  -8.00563  0.264
H  -1.07724  -4.07839  -5.12308  0.304
H  -1.76298  -5.40416  -5.56219  0.315
C  3.51513  9.30590  2.46544  -1.467
C  5.02694  9.13795  2.53592  0.334
C  5.31009  7.74350  3.20740  -0.818
O  4.84843  6.68970  2.32761  -0.316
C  5.05640  5.34451  2.82212  -0.698
N  5.64286  9.32993  1.24603  -0.773
H  3.25049  10.23277  1.95655  0.409
H  3.09127  9.43727  3.46103  0.368
H  2.90657  8.57562  1.93212  0.270
H  5.34427  9.95694  3.18142  0.368
H  4.96433  7.59473  4.23034  0.500
H  6.38126  7.58660  3.33412  0.413
H  6.12699  5.28285  3.01741  0.282
H  4.54972  4.73377  2.07488  0.224
H  4.52134  5.35457  3.77170  0.290
H  6.64736  9.31788  1.35063  0.270
H  5.44240  8.41055  0.87910  0.344
C  -2.62975  -5.54466  6.22752  -1.336
C  -2.98404  -4.21451  6.94247  0.254
C  -1.68089  -3.74835  7.62045  -0.626
O  -0.87499  -4.69202  8.25935  -0.400
C  -1.50436  -5.23733  9.35057  -0.805
N  -3.41927  -3.29632  5.89637  -0.724
H  -3.31484  -5.96737  5.49264  0.425
H  -2.51423  -6.33479  6.96943  0.255
H  -1.62697  -5.49376  5.80330  0.349
H  -3.76611  -4.53735  7.62967  0.246
H  -1.99266  -3.03237  8.38088  0.420
H  -1.04340  -3.19597  6.93010  0.424
H  -0.79922  -5.26859  10.18116  0.283
H  -1.74187  -6.24414  9.00700  0.278
H  -2.48741  -4.88799  9.66626  0.353
H  -3.77911  -3.89353  5.16565  0.295
H  -2.52906  -3.20056  5.42897  0.309
C  -0.36524  -10.30430  0.45712  -1.338
C  0.00594  -9.62782  -0.86300  0.586
C  1.54103  -9.51750  -1.21093  -0.910
O  1.88043  -9.07697  -2.54928  -0.387
C  2.67557  -7.90926  -2.52542  -0.703
N  -0.74689  -10.24301  -1.95181  -0.683
H  -0.31720  -11.39305  0.47794  0.382
H  -1.31058  -9.91596  0.83606  0.313
H  0.34694  -10.01383  1.22948  0.360
H  -0.26069  -8.58803  -0.67370  0.136
H  2.15050  -10.40887  -1.06225  0.383
H  1.97651  -8.85212  -0.46545  0.423
H  3.70707  -8.24424  -2.41632  0.301
H  2.51163  -7.19731  -1.71651  0.325
H  2.62243  -7.31489  -3.43755  0.255
H  -0.89088  -11.21198  -1.70592  0.266
H  -0.18344  -10.33562  -2.78490  0.291

Atoms 1-3, force components in eV/Å:
1.15 -0.20 -0.37
-0.31 -0.57 3.30
-2.10 0.22 -1.73